(1)
{"formula": "C12H20MnS3Sb3", "method": "wB97M-V/def2-TZVPD", "elements": ["Mn", "C", "Sb", "C", "C", "C", "C", "C", "C", "C", "C", "C", "Sb", "C", "C", "H", "H", "H", "H", "H", "H", "H", "H", "H", "H", "H", "H", "H", "H", "H", "H", "H", "H", "H", "H", "S", "Sb", "S", "S"], "coordinates": [[-1.629, -2.008, -0.285], [2.304, -3.334, 0.651], [0.713, -1.961, 0.846], [0.709, -1.361, -1.273], [1.726, -0.254, 1.675], [1.884, 0.873, 0.694], [3.077, 0.978, -0.016], [3.264, 1.963, -0.975], [2.247, 2.869, -1.228], [1.063, 2.782, -0.511], [0.860, 1.793, 0.447], [-0.453, 1.768, 1.195], [-1.943, 0.564, 0.256], [-2.101, 1.539, -1.610], [-3.672, 1.236, 1.242], [3.103, -2.832, 0.110], [1.945, -4.195, 0.090], [2.652, -3.654, 1.630], [1.081, -0.340, -1.339], [-0.234, -1.402, -1.836], [1.379, -2.049, -1.786], [2.696, -0.639, 1.989], [1.179, 0.029, 2.572], [3.876, 0.275, 0.191], [4.203, 2.028, -1.508], [2.378, 3.649, -1.966], [0.278, 3.509, -0.689], [-0.896, 2.765, 1.223], [-0.357, 1.422, 2.223], [-2.528, 2.530, -1.464], [-2.752, 0.952, -2.255], [-1.114, 1.625, -2.060], [-3.676, 2.323, 1.182], [-3.669, 0.915, 2.281], [-4.543, 0.824, 0.739], [-4.017, -4.738, 1.642], [-3.795, -4.341, -0.687], [-3.825, -1.947, -0.637], [-1.410, -4.153, -0.751]], "homo_lumo_gap_ev": [6.1444, 6.2459], "total_energy_ha": -3535.30856, "lumo_ev": [-5.04, -5.20], "homo_energy_ev": [-11.19, -11.45], "charge": 1, "multiplicity": 6}

***

(2)
{"formula": "C25H24F5OSi", "method": "wB97M-V/def2-TZVPD", "elements": ["C", "Si", "C", "C", "O", "C", "C", "C", "C", "F", "C", "F", "C", "F", "C", "F", "C", "F", "H", "H", "H", "H", "H", "H", "H", "H", "H", "H", "H", "C", "C", "C", "C", "C", "C", "C", "C", "C", "C", "C", "C", "C", "C", "H", "H", "H", "H", "H", "H", "H", "H", "H", "H", "H", "H", "H"], "coordinates": [[3.579, 2.742, 3.885], [2.332, 2.455, 2.521], [0.636, 2.982, 3.101], [2.825, 3.458, 1.023], [2.366, 0.830, 2.091], [1.253, 0.010, 2.143], [0.489, -0.104, 1.047], [0.953, -0.739, 3.374], [-0.293, -1.342, 3.581], [-1.279, -1.249, 2.672], [-0.550, -2.032, 4.755], [-1.751, -2.602, 4.947], [0.419, -2.117, 5.740], [0.155, -2.752, 6.892], [1.654, -1.522, 5.544], [2.585, -1.572, 6.508], [1.924, -0.837, 4.371], [3.131, -0.263, 4.234], [3.622, 3.796, 4.146], [3.302, 2.165, 4.762], [4.561, 2.416, 3.555], [0.650, 4.028, 3.388], [-0.091, 2.848, 2.308], [0.334, 2.388, 3.957], [2.839, 4.518, 1.259], [3.814, 3.157, 0.694], [2.122, 3.286, 0.215], [-0.367, -0.742, 1.024], [0.745, 0.437, 0.161], [-1.998, 3.890, -3.040], [-1.887, 2.408, -2.954], [-2.198, 1.741, -1.774], [-2.104, 0.374, -1.689], [-1.692, -0.409, -2.788], [-1.639, -1.818, -2.610], [-1.399, -2.899, -3.499], [-1.377, -4.199, -2.946], [-1.158, -5.307, -3.725], [-0.952, -5.170, -5.086], [-0.984, -3.916, -5.665], [-1.212, -2.802, -4.895], [-1.352, 0.290, -3.965], [-1.456, 1.657, -4.043], [-1.832, 4.245, -4.057], [-2.989, 4.226, -2.734], [-1.265, 4.377, -2.396], [-2.521, 2.309, -0.919], [-2.356, -0.126, -0.770], [-1.834, -2.133, -1.597], [-1.545, -4.314, -1.889], [-1.154, -6.285, -3.275], [-0.776, -6.040, -5.694], [-0.837, -3.809, -6.728], [-1.294, -1.859, -5.391], [-0.953, -0.231, -4.810], [-1.195, 2.158, -4.960]], "homo_lumo_gap_ev": 5.1819, "total_energy_ha": -1830.85684, "lumo_ev": -5.84, "homo_energy_ev": -11.03, "charge": 1}

***

(3)
{"formula": "C5H14N2O", "method": "wB97M-V/def2-TZVPD", "elements": ["C", "N", "C", "C", "C", "N", "C", "O", "H", "H", "H", "H", "H", "H", "H", "H", "H", "H", "H", "H", "H", "H"], "coordinates": [[-1.954, 2.625, -2.045], [-1.983, 1.425, -1.560], [-1.391, 0.975, -0.298], [-0.091, 0.168, -0.325], [0.264, -0.826, 0.874], [1.124, -0.120, 1.912], [1.054, -2.149, 0.479], [2.427, -1.806, 0.625], [-2.575, 2.705, -2.921], [-1.597, 3.582, -1.591], [-2.305, 0.637, -2.140], [-1.420, 1.809, 0.423], [-2.130, 0.195, 0.004], [-0.109, -0.450, -1.218], [0.913, 0.615, -0.453], [-0.701, -1.122, 1.323], [1.903, -0.841, 2.247], [1.782, 0.577, 1.543], [0.767, 0.214, 2.810], [0.933, -2.946, 1.218], [0.804, -2.282, -0.598], [3.103, -2.044, -0.013]], "homo_lumo_gap_ev": 9.7210, "total_energy_ha": -382.97646, "lumo_ev": -8.46, "homo_energy_ev": -18.18, "charge": 2}